# 1
Below is 2 unconnected molecules or ions with the total composition C2H8NS in a non-equilibrium geometry, with properties calculated with wB97M-V/def2-TZVPD.

Summary:
Kohn-Sham gap   6.287 eV
Maximum force   4.70 eV Å⁻¹
Relative energy (zero: lowest compared OMol25 entry of this formula, charge and spin)   43.7 kcal/mol
Charge   -1
Molecular weight   78.160 g/mol
Total energy   -14528.197 eV

```
12
Properties=species:S:1:pos:R:3:forces:R:3
S -1.19298 -0.69763 -3.69134 -0.228 -0.383 0.241
H -1.91218 -1.77892 -3.27142 0.273 0.406 -0.152
C 0.31648 1.37260 -0.09053 0.070 -4.242 2.022
N 0.72308 0.60610 1.34998 -0.016 0.465 -3.520
C 0.38418 -0.82061 1.18971 -0.199 -1.159 0.261
H 0.67729 0.74182 -0.98170 -0.515 0.779 1.509
H -0.80076 1.12567 0.03980 1.418 1.979 -1.204
H 0.91546 2.27859 -0.06336 -1.178 0.562 -0.020
H 0.02181 0.99232 1.96126 -0.047 0.123 0.263
H -0.64356 -1.10251 1.47645 -0.014 0.418 -0.054
H 1.01287 -1.37706 1.88191 0.172 -0.224 0.103
H 0.49831 -1.34038 0.19924 0.265 1.277 0.551
```
Positions in Å, forces in eV/Å.



# 2
Below is 6 unconnected molecules or ions with the total composition C7H26N8O6, with properties calculated with wB97M-V/def2-TZVPD.

Summary:
Kohn-Sham gap   9.678 eV
SMILES string   NC(N)=O.NC(N)=O.NC(N)=O.NC(N)=O.CC(C)O.O
Maximum force   0.98 eV Å⁻¹
Relative energy (zero: lowest compared OMol25 entry of this formula, charge and spin)   0.0 kcal/mol
Charge   0
Molecular weight   318.335 g/mol
Total energy   -31891.042 eV

```
47
Properties=species:S:1:pos:R:3:forces:R:3
N -3.48162 -2.65902 -0.53731 0.172 0.204 0.052
C -3.15131 -3.59231 0.39315 -0.309 -0.039 0.205
N -1.96126 -3.37019 1.05194 -0.036 -0.323 -0.320
O -3.84494 -4.56358 0.64379 0.090 -0.142 -0.157
H -4.35083 -2.76130 -1.02406 -0.033 -0.057 0.036
H -2.83854 -1.91575 -0.75950 -0.038 0.124 -0.052
H -1.56243 -2.45697 1.16392 0.037 -0.019 -0.077
H -1.70154 -4.13111 1.65149 0.038 0.236 0.305
N 3.82215 2.11617 -3.61658 -0.071 -0.052 0.147
C 3.97647 2.34974 -2.27788 -0.140 0.188 0.311
N 4.74542 3.43000 -1.94700 0.058 -0.186 -0.689
O 3.44809 1.63631 -1.43854 -0.011 -0.178 -0.105
H 3.23014 1.34114 -3.84831 0.029 -0.014 -0.118
H 4.26826 2.63816 -4.34669 0.036 -0.001 0.063
H 4.94853 4.09478 -2.67135 0.149 0.186 0.261
H 4.84191 3.69023 -0.98415 -0.167 -0.020 0.062
N 0.81350 -1.87426 1.94285 0.082 -0.009 0.065
C 0.63895 -0.58728 2.33459 0.088 -0.031 -0.700
N 0.90791 -0.29965 3.64464 0.297 -0.162 0.140
O 0.22307 0.23037 1.51233 -0.357 0.240 0.636
H 0.72695 -2.02366 0.95047 0.019 -0.154 0.058
H 1.21498 -2.58905 2.52143 -0.029 0.006 0.024
H 1.67245 -0.81935 4.04778 -0.160 -0.063 0.178
H 0.91439 0.67025 3.91571 -0.019 0.090 -0.289
N -3.05376 0.72784 1.87902 -0.004 0.038 0.363
C -3.07425 1.94184 2.52720 -0.337 0.487 -0.421
N -1.89994 2.16925 3.19174 0.130 -0.605 0.031
O -4.01738 2.71215 2.47780 0.271 -0.166 0.144
H -2.16347 0.29038 1.71747 -0.126 -0.127 -0.241
H -3.86051 0.46698 1.34456 0.044 -0.004 -0.088
H -1.32702 1.35277 3.29334 0.390 0.305 0.155
H -1.63556 3.03011 3.62631 -0.355 0.118 -0.010
C 0.05660 0.58649 -2.35863 0.278 -0.342 -0.665
C -0.62197 -0.74230 -2.11776 -0.296 -0.117 0.860
C 0.34653 -1.92477 -2.12738 -0.924 0.186 -0.271
O -1.27321 -0.73823 -0.80514 0.246 0.129 -0.637
H -0.61479 1.44091 -2.30733 -0.082 -0.016 0.322
H 0.44751 0.58504 -3.38341 0.091 0.010 0.133
H 0.90765 0.67636 -1.68087 -0.051 0.282 0.028
H -1.43254 -0.91697 -2.82834 0.101 0.059 -0.155
H 0.98677 -1.85459 -1.25149 0.282 -0.038 -0.124
H 0.91295 -1.96491 -3.05733 0.190 0.036 0.103
H -0.26902 -2.82422 -2.07168 0.250 -0.154 0.162
H -0.96377 0.05137 -0.34636 0.033 -0.090 0.249
O 1.79881 2.47229 0.80530 -0.054 0.095 0.017
H 2.02302 2.10071 -0.05858 0.317 0.069 0.097
H 1.22666 1.80783 1.20883 -0.120 0.020 -0.086
```
Positions in Å, forces in eV/Å.



# 3
Below is 2 unconnected molecules or ions with the total composition C8H15NO5 in a non-equilibrium geometry, with properties calculated with wB97M-V/def2-TZVPD.

Summary:
Kohn-Sham gap   9.568 eV
SMILES string   CCC=C=[N+]([O-])O.COCC(=O)OC
Maximum force   4.55 eV Å⁻¹
Relative energy (zero: lowest compared OMol25 entry of this formula, charge and spin)   153.2 kcal/mol
Charge   0
Molecular weight   205.210 g/mol
Total energy   -20259.335 eV

```
29
Properties=species:S:1:pos:R:3:forces:R:3
C 2.90307 2.04937 -1.67185 -1.444 -0.173 -1.297
C 1.54315 1.29444 -1.55887 0.914 1.935 -0.499
C 0.46074 2.10272 -0.95840 -0.333 -0.513 1.531
C 0.33903 2.31027 0.32676 0.533 1.024 -1.770
N 0.46378 2.47902 1.55192 -1.019 -1.824 0.678
O 0.15124 1.53918 2.38206 0.115 1.304 0.739
O 0.84662 3.70919 2.02324 0.126 0.713 2.676
H 2.70452 2.98729 -2.26099 1.054 -1.022 0.141
H 3.22054 2.33464 -0.67511 0.126 -0.039 0.115
H 3.54345 1.22426 -2.07259 0.187 1.521 -0.115
H 1.11053 0.90941 -2.46655 0.510 -0.171 -0.644
H 1.87912 0.51732 -0.97498 -0.381 -2.236 1.585
H -0.33074 2.34183 -1.62832 -0.781 0.363 -0.152
H 0.69125 3.70339 3.05462 0.277 -0.618 -2.838
C 0.41564 -2.96932 -0.46512 -0.179 0.861 2.091
O 0.81308 -1.73609 0.18520 0.362 0.609 0.184
C 0.03661 -1.26876 1.28578 -0.869 0.607 0.503
C -1.37903 -0.87552 0.85899 1.087 -1.589 0.294
O -1.72715 -0.43164 -0.17033 -0.581 1.606 -2.886
O -2.17887 -1.22787 1.80170 -0.982 -1.355 4.228
C -3.58272 -1.00909 2.03208 1.296 -0.660 -0.524
H 0.40625 -2.88295 -1.52148 0.414 0.509 -1.051
H -0.63031 -3.12047 -0.19934 0.049 -0.790 0.206
H 1.13354 -3.74834 -0.15407 -0.702 0.037 -0.049
H 0.30354 -0.20707 1.70852 0.772 -2.196 -0.811
H -0.12354 -1.99646 2.15372 0.762 0.748 -1.230
H -3.69258 -0.04065 2.46710 -0.299 0.544 0.486
H -3.95928 -1.84102 2.67543 0.422 0.822 -0.617
H -3.95880 -1.01915 1.04828 -1.438 -0.018 -0.976
```
Positions in Å, forces in eV/Å.



Q: What is the charge in the first record?
A: -1



Q: Which formula does entry 1 have?
A: C2H8NS



Q: What is the molecular weight in the second record?
A: 318.335 g/mol



Q: charge of number 1 (C2H8NS)?
A: -1